Model 1:
Molecular formula: C7H14N3
Method: DFT, the ωB97M-V functional and the def2-TZVPD basis

ORCA input file:
```
! RIJCOSX wB97M-V def2-TZVPD def2/J DEFGRID3
* xyz 1 1
C 2.137 1.270 0.268
C 1.555 0.065 0.719
C 3.307 -0.282 -0.544
C -2.600 -0.388 -0.299
C -1.396 1.859 -0.022
C -1.385 0.348 0.300
C -0.256 -0.613 -0.244
N 3.186 1.045 -0.495
N 2.387 -0.929 0.064
N -0.323 -1.889 0.168
H 1.787 2.301 0.401
H 0.976 -0.064 1.580
H 3.897 -0.910 -1.132
H -2.720 -1.368 0.240
H -3.488 0.234 -0.071
H -2.596 -0.592 -1.394
H -1.247 2.041 -1.126
H -0.812 2.481 0.579
H -2.412 2.144 0.056
H -1.567 0.340 1.493
H -0.212 -0.621 -1.281
H 2.301 -1.928 -0.011
H -0.649 -1.926 1.152
H 0.129 -2.619 -0.400
*
```



Model 2:
Molecular formula: C7H14N3
Method: DFT, the ωB97M-V functional and the def2-TZVPD basis

ORCA input file:
```
! RIJCOSX wB97M-V def2-TZVPD def2/J DEFGRID3
* xyz 1 1
C 2.624 0.993 0.332
C 1.430 -0.816 0.006
C 0.354 -0.058 -0.129
C 1.299 -2.345 0.092
C -1.239 0.911 -1.542
C -1.363 1.166 0.963
C -1.660 -1.006 -0.027
N 2.669 -0.297 0.209
N 1.506 1.660 0.271
N -1.012 0.323 -0.171
H 3.503 1.506 0.685
H 1.601 -2.620 1.160
H 0.278 -2.668 -0.261
H 2.091 -2.777 -0.461
H -0.470 1.624 -1.678
H -0.998 0.137 -2.249
H -2.294 1.307 -1.440
H -2.155 0.782 1.617
H -0.425 1.326 1.608
H -1.736 2.103 0.607
H -2.594 -0.908 0.629
H -1.913 -1.293 -1.090
H -0.944 -1.676 0.461
H 1.445 2.626 0.409
*
```



Model 3:
Molecular formula: C7H14N3
Method: DFT, the ωB97M-V functional and the def2-TZVPD basis

ORCA input file:
```
! RIJCOSX wB97M-V def2-TZVPD def2/J DEFGRID3
* xyz 1 1
C 1.111 1.720 -0.293
N 1.352 0.271 -0.349
C 2.762 -0.049 -0.059
C 0.415 -0.485 0.551
N 0.832 -1.981 0.353
C -1.005 -0.220 0.231
C -1.623 -0.272 -1.045
C -2.952 -0.019 -0.851
N -3.162 0.177 0.472
C -1.998 0.059 1.145
H 1.297 2.079 0.717
H 1.779 2.236 -0.976
H 0.080 1.944 -0.564
H 1.146 -0.061 -1.297
H 3.035 0.358 0.912
H 2.877 -1.133 -0.037
H 3.406 0.380 -0.823
H 0.656 -0.226 1.583
H 0.285 -2.373 -0.409
H 0.600 -2.501 1.189
H -1.156 -0.477 -1.988
H -3.748 0.034 -1.565
H -4.055 0.373 0.895
H -1.934 0.168 2.208
*
```

- SMILES string: C[NH+](C)[C@H](N)c1cc[nH]c1



Model 4:
Molecular formula: C7H14N3
Method: DFT, the ωB97M-V functional and the def2-TZVPD basis

ORCA input file:
```
! RIJCOSX wB97M-V def2-TZVPD def2/J DEFGRID3
* xyz 1 1
C -2.451 -0.471 -0.018
C -0.746 0.263 1.353
C 0.027 0.659 0.086
C 0.929 -0.556 -0.269
C 0.783 2.020 0.373
C 0.306 -1.701 -0.989
C 2.362 -0.392 -0.233
N -2.179 0.401 -0.934
N -1.718 -0.831 1.132
N -1.020 1.113 -0.830
H -3.435 -0.918 -0.211
H 0.083 0.096 2.210
H -1.379 1.084 1.624
H 1.234 2.201 -0.610
H 1.364 1.880 1.188
H -0.101 2.678 0.521
H 0.924 -2.575 -1.206
H -0.355 -1.401 -1.814
H -0.553 -2.087 -0.300
H 2.702 -0.366 -1.310
H 2.835 -1.193 0.245
H 2.726 0.509 0.232
H -1.621 -1.734 1.549
H -0.717 1.323 -1.790
*
```



The winner here is model 3, beating the second structure by 263.2 kJ/mol.



Model 1:
Molecular formula: C7H14N3
Method: DFT, the ωB97M-V functional and the def2-TZVPD basis

ORCA input file:
```
! RIJCOSX wB97M-V def2-TZVPD def2/J DEFGRID3
* xyz 1 1
C 2.048 2.186 1.033
C 1.591 2.500 -0.034
C -1.989 -0.151 -0.467
C -2.888 -1.115 -0.652
C 0.272 -0.726 0.395
C -0.009 -0.939 1.795
C 2.002 -0.696 -1.252
N -0.617 -0.414 -0.552
N -2.311 1.113 -0.219
N 1.609 -0.890 0.151
H 2.207 2.295 2.093
H 1.528 2.793 -1.126
H -2.747 -2.121 -0.774
H -3.998 -0.802 -0.683
H -0.618 -0.145 2.150
H 0.861 -1.002 2.387
H -0.748 -1.820 1.924
H 1.385 0.093 -1.616
H 3.056 -0.429 -1.050
H 1.992 -1.614 -1.847
H -0.220 -0.272 -1.487
H -3.192 1.468 -0.707
H -1.543 1.799 -0.307
H 2.328 -1.112 0.845
*
```



Model 2:
Molecular formula: C7H14N3
Method: DFT, the ωB97M-V functional and the def2-TZVPD basis

ORCA input file:
```
! RIJCOSX wB97M-V def2-TZVPD def2/J DEFGRID3
* xyz 1 1
C 2.103 1.437 0.138
C 0.882 0.625 -0.411
C -0.530 1.188 0.052
C -1.687 0.188 -0.023
N -2.770 0.615 0.748
C -1.883 -0.674 -1.168
N -1.488 -1.243 0.129
C -0.157 -1.623 0.325
C 1.065 -0.790 -0.029
N 2.264 -1.339 0.082
H 2.004 2.588 0.071
H 3.064 1.044 -0.324
H 2.147 1.348 1.273
H 0.957 0.671 -1.440
H -0.618 2.087 -0.529
H -0.605 1.543 1.130
H -3.094 1.593 0.577
H -3.481 -0.167 0.706
H -2.806 -1.048 -1.338
H -1.302 -0.710 -2.005
H 0.015 -2.682 0.201
H 0.131 -1.562 1.394
H 3.164 -0.840 0.055
H 2.626 -2.249 0.388
*
```

- SMILES string: C[C@@H]1C[C@@]2(N)CN2CC1=[NH2+]



Model 3:
Molecular formula: C7H14N3
Method: DFT, the ωB97M-V functional and the def2-TZVPD basis

ORCA input file:
```
! RIJCOSX wB97M-V def2-TZVPD def2/J DEFGRID3
* xyz 1 1
C 0.427 0.457 -2.158
N 1.299 0.790 -1.182
C 0.776 0.637 0.185
C 1.866 1.108 1.145
C -0.492 1.387 0.350
C -1.723 0.929 0.531
C -1.909 -0.564 0.479
C -0.683 -1.383 0.415
N -0.916 -2.673 0.501
N 0.500 -0.783 0.474
H -0.074 -0.546 -2.113
H -0.483 1.203 -2.310
H 0.879 0.381 -3.166
H 2.295 0.967 -1.392
H 1.550 1.903 1.861
H 2.622 1.661 0.556
H 2.426 0.295 1.673
H -0.183 2.440 0.560
H -2.426 1.628 0.978
H -2.589 -1.059 1.236
H -2.454 -0.884 -0.449
H -1.796 -3.105 0.605
H -0.214 -3.372 0.432
H 1.302 -1.419 0.791
*
```

- SMILES string: CN[C@@]1(C)C=CCC(=[NH2+])N1



The winner here is model 3, beating the second structure by 166.9 kJ/mol.



Model 1:
Molecular formula: C21H23CrN5O2S2
Method: DFT, the ωB97M-V functional and the def2-TZVPD basis

ORCA input file:
```
! RIJCOSX wB97M-V def2-TZVPD def2/J DEFGRID3
* xyz 0 5
Cr 1.255 1.635 -0.424
S 3.664 1.692 -0.315
C 3.904 3.381 -0.375
C 5.236 3.866 -0.197
N 6.288 4.316 0.037
C 2.919 4.285 -0.749
S 1.211 3.920 -0.957
C 3.137 5.677 -0.881
N 3.218 6.844 -1.096
N -0.792 1.659 -1.179
C -1.702 2.724 -0.582
C -1.806 2.723 0.955
C -0.540 3.019 1.820
N 0.476 1.962 1.583
H -0.809 1.697 -2.207
H -1.160 0.740 -0.987
H -2.729 2.596 -0.950
H -1.336 3.683 -0.948
H -2.297 1.776 1.240
H -2.578 3.475 1.230
H -0.883 2.958 2.872
H -0.058 3.966 1.590
H 0.038 1.015 1.797
H 1.246 2.015 2.279
C -2.013 -3.852 1.683
O -1.634 -3.684 0.271
C -2.439 -2.892 -0.508
C -3.795 -2.664 -0.271
C -4.505 -1.673 -0.946
C -3.903 -1.042 -2.060
C -2.584 -1.274 -2.356
C -1.818 -2.196 -1.583
N -0.408 -2.150 -1.831
C 0.471 -3.004 -1.226
C 1.493 -2.601 -0.337
C 2.318 -3.597 0.241
C 3.329 -3.301 1.086
C 3.496 -1.961 1.529
C 2.645 -0.964 1.136
C 1.737 -1.257 0.095
O 1.031 -0.351 -0.516
H -1.067 -4.230 2.115
H -2.817 -4.565 1.786
H -2.293 -2.915 2.163
H -4.325 -3.249 0.500
H -5.517 -1.285 -0.670
H -4.471 -0.367 -2.685
H -2.180 -0.877 -3.314
H -0.089 -1.154 -1.730
H 0.316 -4.079 -1.308
H 2.125 -4.650 0.063
H 4.006 -4.080 1.414
H 4.373 -1.727 2.148
H 2.616 0.016 1.555
*
```

- <S²>: 6.127



Model 2:
Molecular formula: C21H23CrN5O2S2
Method: DFT, the ωB97M-V functional and the def2-TZVPD basis

ORCA input file:
```
! RIJCOSX wB97M-V def2-TZVPD def2/J DEFGRID3
* xyz 0 5
Cr 0.533 -0.621 -1.723
S 2.257 -0.286 -3.329
C 2.653 1.359 -3.070
C 3.783 1.823 -3.793
N 4.696 2.185 -4.433
C 1.916 2.224 -2.234
S 0.504 1.775 -1.398
C 2.370 3.578 -2.045
N 2.730 4.681 -1.916
N -1.575 -0.769 -1.938
C -2.260 -1.954 -1.336
C -1.838 -3.234 -2.049
C -0.417 -3.653 -1.706
N 0.601 -2.713 -2.188
H -1.958 0.099 -1.540
H -1.823 -0.710 -2.925
H -3.356 -1.800 -1.379
H -1.999 -1.976 -0.266
H -1.957 -3.093 -3.133
H -2.511 -4.071 -1.778
H -0.238 -4.652 -2.137
H -0.278 -3.795 -0.626
H 0.725 -2.869 -3.206
H 1.519 -2.961 -1.830
C 0.668 3.126 2.217
O -0.176 1.954 2.361
C -1.283 1.837 1.579
C -1.709 2.820 0.658
C -2.843 2.627 -0.132
C -3.597 1.476 0.030
C -3.167 0.498 0.920
C -2.015 0.616 1.684
N -1.690 -0.476 2.491
C -0.554 -0.924 3.099
C 0.762 -0.897 2.606
C 1.807 -0.823 3.550
C 3.114 -0.605 3.188
C 3.432 -0.558 1.799
C 2.437 -0.712 0.844
C 1.083 -0.903 1.181
O 0.138 -1.074 0.295
H 1.539 2.939 2.861
H 0.170 4.021 2.606
H 1.031 3.255 1.189
H -1.107 3.728 0.554
H -3.157 3.386 -0.873
H -4.548 1.343 -0.497
H -3.777 -0.401 1.018
H -2.537 -0.921 2.811
H -0.680 -1.368 4.073
H 1.531 -0.908 4.606
H 3.874 -0.527 3.973
H 4.473 -0.398 1.506
H 2.704 -0.699 -0.223
*
```

- <S²>: 6.170



The winner here is model 2, beating the second structure by 84.8 kJ/mol.



Model 1:
Molecular formula: C4H3I
Method: DFT, the ωB97M-V functional and the def2-TZVPD basis

ORCA input file:
```
! RIJCOSX wB97M-V def2-TZVPD def2/J DEFGRID3
* xyz 0 1
C -0.004 1.148 -0.256
C -0.912 0.212 0.139
C 1.162 0.293 0.229
C 0.108 -0.685 -0.144
I -3.973 -0.222 0.028
H 2.058 0.311 -0.392
H 1.388 0.404 1.281
H 0.174 -1.461 -0.886
*
```



Model 2:
Molecular formula: C4H3I
Method: DFT, the ωB97M-V functional and the def2-TZVPD basis

ORCA input file:
```
! RIJCOSX wB97M-V def2-TZVPD def2/J DEFGRID3
* xyz 0 1
C 0.396 1.309 -1.018
C 0.660 0.125 -0.455
C -0.283 -0.686 0.786
C -0.960 -1.478 1.414
I -2.172 -2.712 2.335
H 1.031 1.740 -1.760
H -0.217 2.117 -0.760
H 1.545 -0.415 -0.542
*
```

- SMILES string: C=CC#CI



The winner here is model 2, beating the second structure by 285.9 kJ/mol.



Model 1:
Molecular formula: C4H3I
Method: DFT, the ωB97M-V functional and the def2-TZVPD basis

ORCA input file:
```
! RIJCOSX wB97M-V def2-TZVPD def2/J DEFGRID3
* xyz 0 1
C -1.337 -0.161 0.065
C -0.254 1.464 0.062
C -0.563 -1.232 0.000
C 0.475 2.485 -0.027
I -3.429 0.130 -0.012
H 0.556 -1.212 0.214
H -1.102 -2.145 -0.040
H 1.017 3.364 -0.275
*
```



Model 2:
Molecular formula: C4H3I
Method: DFT, the ωB97M-V functional and the def2-TZVPD basis

ORCA input file:
```
! RIJCOSX wB97M-V def2-TZVPD def2/J DEFGRID3
* xyz 0 1
I 0.362 2.871 -1.547
C 0.119 1.378 -0.095
C 1.188 0.311 -0.024
C 0.601 -0.760 0.441
C -0.576 0.069 -0.402
H -0.056 2.011 0.847
H 0.550 -1.738 0.531
H -0.856 -0.050 -1.485
*
```

- SMILES string: I[C@@H]1C2=C[C@H]21



The winner here is model 1, beating the second structure by 47.5 kJ/mol.